Entry 1:
C8H8N2O | ωB97M-V/def2-TZVPD

```
19
Properties=species:S:1:pos:R:3
C -3.915 0.166 0.436
C -2.500 -0.230 0.235
C -1.414 -0.785 0.163
C -0.180 -1.419 0.288
O 0.110 -2.572 0.420
N 1.132 -0.154 0.114
C 0.950 1.233 0.222
C 2.194 1.724 0.220
N 3.092 0.749 0.160
C 2.436 -0.390 0.071
C 2.930 -1.773 0.006
H -4.316 0.735 -0.542
H -4.532 -0.760 0.734
H -3.803 0.896 1.335
H 0.058 1.831 0.113
H 2.626 2.668 0.191
H 2.792 -2.362 1.006
H 2.178 -2.309 -0.542
H 3.797 -1.881 -0.522
```

Total charge   0
Largest force on an atom   5.13 eV/A
SMILES string   CC#CC(=O)n1ccnc1C
Frontier orbital gap   7.603 eV

Atomic partial charges in e from the Mulliken method, atoms 1 to 6: -1.004, 0.984, -0.304, 0.134, -0.432, 0.003

***

Entry 2:
C8H12N2O4S | ωB97M-V/def2-TZVPD

```
27
Properties=species:S:1:pos:R:3
C -0.836 2.639 -1.172
N -0.226 1.458 -0.559
C -0.537 0.169 -0.960
O -1.265 -0.104 -1.843
C 0.232 -0.888 -0.168
C -0.065 -0.652 1.292
O 0.513 0.169 1.936
O -1.194 -1.249 1.623
C -1.773 -0.853 2.927
C 1.745 -0.904 -0.588
C 1.789 -1.323 -2.049
S 0.502 -2.585 -2.325
C -0.237 -2.369 -0.663
N 0.655 -3.256 -0.006
O 0.353 -4.410 0.309
H -1.695 3.001 -0.512
H -0.164 3.472 -1.413
H -1.201 2.231 -2.047
H -0.021 1.569 0.395
H -1.060 -0.779 3.819
H -2.442 -1.778 2.993
H -2.310 0.097 2.719
H 2.325 -1.615 0.085
H 2.302 0.065 -0.638
H 1.627 -0.342 -2.693
H 2.904 -1.637 -2.312
H -1.228 -2.640 -0.502
```

Total charge   0
Largest force on an atom   4.06 eV/A
SMILES string   CNC(=O)[C@]1(C(=O)OC)CCS[C@H]1N=O
Frontier orbital gap (spin up / spin down)   8.818 / 8.819 eV

Atomic partial charges in e from the Mulliken method, atoms 1 to 6: -0.973, -0.124, 0.009, -0.552, 1.548, -0.406

***

Entry 3:
C30H81B2F8N5O11 | ωB97M-V/def2-TZVPD

```
137
Properties=species:S:1:pos:R:3
O -10.092 2.083 -29.777
H -10.663 1.310 -29.957
C -9.979 2.207 -35.122
O -10.003 1.949 -33.674
C -9.001 1.073 -33.144
C -7.812 1.914 -32.610
N -8.310 3.025 -31.606
H -8.927 3.585 -32.176
H -8.909 2.576 -30.928
C -7.178 3.976 -31.038
C -6.233 4.482 -32.132
O -6.959 5.082 -33.191
C -6.169 5.466 -34.365
H -10.814 2.823 -35.456
H -10.149 1.304 -35.707
H -9.031 2.715 -35.302
H -8.672 0.366 -33.907
H -9.464 0.483 -32.354
H -7.419 2.427 -33.488
H -7.051 1.401 -32.022
H -6.811 3.455 -30.154
H -7.664 4.873 -30.655
H -5.765 3.638 -32.639
H -5.468 5.147 -31.730
H -5.546 4.646 -34.721
H -5.498 6.208 -33.932
H -6.868 5.821 -35.123
C -12.385 -0.382 -34.606
O -12.717 0.825 -33.988
C -13.112 0.475 -32.644
C -13.535 1.880 -32.148
N -12.257 2.734 -32.037
H -11.777 2.582 -31.161
H -11.656 2.556 -32.829
C -12.612 4.256 -32.124
C -11.337 5.159 -31.960
O -10.364 4.640 -32.845
C -9.889 5.607 -33.883
H -11.365 -0.680 -34.362
H -12.482 -0.159 -35.669
H -12.936 -1.308 -34.442
H -12.367 -0.076 -32.069
H -13.988 -0.157 -32.787
H -13.945 2.041 -31.151
H -14.222 2.334 -32.862
H -13.312 4.676 -31.403
H -12.883 4.414 -33.168
H -10.894 5.045 -30.971
H -11.552 6.222 -32.066
H -10.598 6.114 -34.537
H -9.158 5.127 -34.533
H -9.343 6.471 -33.503
C -10.439 4.546 -23.652
O -10.851 4.573 -25.051
C -9.723 4.557 -25.973
C -10.372 4.665 -27.343
N -11.211 3.404 -27.567
H -10.607 2.940 -28.231
H -11.333 2.886 -26.709
C -12.643 3.650 -28.185
C -13.640 4.108 -27.088
O -13.454 3.337 -25.939
C -14.286 3.763 -24.811
H -9.754 3.734 -23.410
H -11.313 4.567 -23.000
H -9.801 5.418 -23.508
H -9.064 3.689 -25.949
H -9.099 5.410 -25.705
H -9.684 4.745 -28.186
H -11.062 5.508 -27.304
H -12.817 2.626 -28.515
H -12.464 4.353 -28.999
H -14.672 4.106 -27.442
H -13.549 5.176 -26.891
H -14.058 4.797 -24.551
H -13.941 3.142 -23.984
H -15.363 3.631 -24.917
C -19.724 -0.716 -22.680
O -18.942 -0.580 -23.855
C -18.802 -1.765 -24.579
C -17.902 -1.335 -25.790
N -16.435 -1.045 -25.332
H -16.367 -0.312 -24.641
H -16.142 -1.832 -24.771
C -15.368 -0.934 -26.426
C -15.209 0.540 -26.785
O -16.427 1.023 -27.278
C -16.566 0.901 -28.643
H -19.573 -1.655 -22.147
H -20.783 -0.615 -22.915
H -19.511 0.072 -21.958
H -19.764 -2.189 -24.867
H -18.353 -2.499 -23.909
H -18.136 -0.392 -26.284
H -17.829 -2.035 -26.622
H -15.475 -1.659 -27.232
H -14.443 -1.211 -25.921
H -14.449 0.838 -27.507
H -15.080 1.051 -25.831
H -15.821 0.297 -29.161
H -16.475 1.907 -29.052
H -17.606 0.655 -28.856
C -8.770 -4.220 -27.155
O -8.332 -3.096 -27.967
C -9.241 -2.827 -29.006
C -9.196 -1.391 -29.455
N -9.815 -0.384 -28.422
H -9.713 0.560 -28.765
H -10.811 -0.489 -28.289
C -9.191 -0.484 -27.036
C -9.662 0.700 -26.176
O -11.095 0.673 -26.236
C -11.712 1.130 -25.047
H -7.895 -4.563 -26.603
H -9.109 -5.121 -27.666
H -9.651 -3.976 -26.561
H -10.222 -2.945 -28.545
H -9.301 -3.567 -29.804
H -9.662 -1.022 -30.368
H -8.136 -1.154 -29.547
H -8.110 -0.552 -27.159
H -9.500 -1.428 -26.586
H -9.283 1.656 -26.537
H -9.359 0.452 -25.159
H -11.547 0.445 -24.215
H -12.784 1.043 -25.226
H -11.445 2.157 -24.799
B -6.457 5.352 -27.588
F -6.482 5.489 -26.288
F -5.518 6.175 -28.191
F -6.104 4.104 -27.968
F -7.682 5.745 -28.154
B -13.005 -1.603 -29.477
F -14.145 -1.264 -30.195
F -12.396 -0.486 -28.925
F -13.350 -2.438 -28.443
F -12.199 -2.283 -30.363
```

Total charge   +2
Largest force on an atom   3.69 eV/A
Frontier orbital gap   9.357 eV

Atomic partial charges in e from the Mulliken method, atoms 1 to 6: -2.411, -0.445, -1.131, 0.080, -0.453, -0.658

***

The energy relative to the best compared isomer or geometry (same formula, charge and spin) results, record by record, are as follows: 4.930 2.456 0.000 eV.